## w
{
  "formula": "C38H45BFN12O3SbScSe4",
  "method": "the ωB97M-V functional and the def2-TZVPD basis",
  "s_squared": 0.76,
  "homo_lumo_gap_ev": [6.97, 5.90],
  "charge": 2,
  "multiplicity": 2,
  "species": ["Sc", "C", "C", "C", "C", "N", "N", "B", "N", "C", "C", "C", "C", "N", "N", "C", "C", "C", "C", "N", "N", "C", "C", "C", "C", "N", "H", "H", "H", "H", "H", "H", "H", "H", "H", "H", "H", "H", "H", "H", "H", "H", "H", "H", "H", "H", "C", "C", "N", "C", "C", "C", "O", "O", "C", "O", "C", "C", "C", "F", "C", "C", "C", "N", "C", "C", "N", "C", "C", "H", "H", "H", "H", "H", "H", "H", "H", "H", "H", "H", "H", "H", "H", "H", "H", "H", "H", "C", "C", "C", "C", "N", "C", "C", "H", "H", "H", "H", "H", "H", "H", "Se", "Sb", "Se", "Se", "Se"],
  "coordinates": [[1.90, 0.12, -0.04], [-0.75, 3.10, -1.62], [0.59, 3.12, -0.97], [1.36, 4.21, -0.58], [2.53, 3.65, -0.05], [2.47, 2.32, -0.12], [1.26, 1.99, -0.67], [4.87, 1.54, 0.09], [4.74, 0.88, -1.22], [5.74, 0.75, -2.12], [5.37, -0.18, -3.05], [4.09, -0.61, -2.64], [3.26, -1.64, -3.32], [3.72, 0.03, -1.53], [4.60, 0.77, 1.30], [5.30, 0.74, 2.48], [4.96, -0.41, 3.13], [4.02, -1.06, 2.30], [3.34, -2.37, 2.53], [3.81, -0.35, 1.20], [5.51, 2.81, 0.12], [5.73, 3.68, -0.92], [6.25, 4.82, -0.41], [6.31, 4.60, 1.00], [6.81, 5.55, 2.04], [5.86, 3.41, 1.31], [-1.18, 4.09, -1.62], [-1.43, 2.42, -1.10], [-0.69, 2.77, -2.66], [1.12, 5.25, -0.67], [3.38, 4.15, 0.38], [6.66, 1.31, -2.02], [5.93, -0.53, -3.90], [3.91, -2.39, -3.77], [2.68, -1.19, -4.14], [2.59, -2.13, -2.62], [5.99, 1.53, 2.72], [5.34, -0.76, 4.07], [4.01, -3.04, 3.07], [3.05, -2.83, 1.59], [2.46, -2.23, 3.15], [5.47, 3.41, -1.93], [6.54, 5.71, -0.95], [7.83, 5.85, 1.82], [6.78, 5.08, 3.02], [6.19, 6.45, 2.06], [-4.08, -5.34, 0.47], [-3.35, -4.84, -0.77], [-2.57, -3.62, -0.51], [-1.24, -3.72, -0.44], [-0.40, -2.65, -0.23], [1.08, -2.93, -0.27], [1.46, -4.07, -0.13], [1.85, -1.91, -0.46], [-0.95, -1.36, -0.04], [-0.26, -0.31, 0.11], [-2.39, -1.27, -0.09], [-3.02, -0.02, 0.10], [-4.36, 0.10, -0.09], [-4.95, 1.28, 0.13], [-5.16, -0.99, -0.52], [-4.56, -2.23, -0.62], [-3.18, -2.39, -0.39], [-6.51, -0.79, -0.81], [-7.46, -1.88, -0.77], [-7.83, -2.36, -2.17], [-8.34, -1.18, -2.96], [-7.34, -0.05, -2.99], [-6.97, 0.35, -1.57], [-4.64, -6.24, 0.23], [-4.77, -4.59, 0.86], [-3.37, -5.58, 1.25], [-4.03, -4.65, -1.61], [-2.65, -5.59, -1.12], [-0.80, -4.70, -0.56], [-2.43, 0.83, 0.40], [-5.14, -3.07, -0.95], [-8.36, -1.54, -0.25], [-7.07, -2.71, -0.20], [-8.62, -3.11, -2.15], [-6.96, -2.74, -2.71], [-9.21, -0.85, -2.54], [-8.56, -1.47, -3.91], [-7.78, 0.77, -3.55], [-6.46, -0.42, -3.52], [-7.84, 0.80, -1.07], [-6.20, 1.11, -1.64], [0.65, 1.26, 6.42], [0.90, 1.06, 4.96], [1.62, 1.98, 4.21], [1.83, 1.75, 2.86], [1.36, 0.68, 2.22], [0.65, -0.20, 2.94], [0.41, -0.05, 4.29], [1.23, 2.10, 6.82], [0.91, 0.37, 6.99], [-0.41, 1.46, 6.60], [2.03, 2.87, 4.67], [2.41, 2.45, 2.27], [0.28, -1.07, 2.41], [-0.16, -0.81, 4.81], [-2.71, -2.91, -4.01], [-2.33, -0.59, -3.87], [-0.09, 0.05, -4.98], [-3.63, 1.35, -3.58], [0.13, -0.24, -2.71]],
  "lowdin_spin": [0.002, 0.010, 0.003, 0.000, 0.002, 0.001, 0.015, 0.000, 0.000, 0.000, 0.000, 0.000, 0.005, 0.000, 0.000, 0.000, 0.000, 0.000, 0.000, 0.000, 0.000, 0.000, 0.000, 0.000, 0.000, 0.000, 0.001, 0.002, 0.003, 0.000, 0.000, 0.000, 0.000, 0.000, 0.001, 0.004, 0.000, 0.000, 0.000, 0.000, 0.000, 0.000, 0.000, 0.000, 0.000, 0.000, 0.000, 0.000, 0.004, 0.003, 0.009, 0.002, 0.002, 0.006, 0.001, 0.002, 0.000, 0.000, 0.001, 0.000, 0.000, 0.001, 0.000, 0.000, 0.000, 0.000, 0.000, 0.000, 0.000, 0.000, 0.000, 0.000, 0.000, 0.000, 0.000, 0.000, 0.000, 0.000, 0.000, 0.000, 0.000, 0.000, 0.000, 0.000, 0.000, 0.000, 0.000, 0.000, 0.000, 0.000, 0.000, 0.000, 0.000, 0.000, 0.000, 0.000, 0.000, 0.000, 0.000, 0.000, 0.000, -0.003, -0.005, 0.392, -0.005, 0.544]
}


## x
{
  "formula": "C38H45BFN12O3SbScSe4",
  "method": "the ωB97M-V functional and the def2-TZVPD basis",
  "s_squared": 0.76,
  "homo_lumo_gap_ev": [6.18, 5.89],
  "charge": 2,
  "multiplicity": 2,
  "species": ["Sc", "C", "C", "C", "C", "N", "N", "B", "N", "C", "C", "C", "C", "N", "N", "C", "C", "C", "C", "N", "N", "C", "C", "C", "C", "N", "H", "H", "H", "H", "H", "H", "H", "H", "H", "H", "H", "H", "H", "H", "H", "H", "H", "H", "H", "H", "C", "C", "N", "C", "C", "C", "O", "O", "C", "O", "C", "C", "C", "F", "C", "C", "C", "N", "C", "C", "N", "C", "C", "H", "H", "H", "H", "H", "H", "H", "H", "H", "H", "H", "H", "H", "H", "H", "H", "H", "H", "C", "C", "C", "C", "N", "C", "C", "H", "H", "H", "H", "H", "H", "H", "Se", "Sb", "Se", "Se", "Se"],
  "coordinates": [[-0.84, -1.51, 1.68], [2.16, -0.29, 3.73], [0.89, 0.50, 3.67], [0.68, 1.76, 4.21], [-0.61, 2.09, 3.88], [-1.15, 1.08, 3.18], [-0.23, 0.08, 3.07], [-2.69, 0.91, 2.80], [-2.89, 0.77, 1.24], [-3.70, 1.49, 0.45], [-3.62, 0.99, -0.83], [-2.73, -0.08, -0.75], [-2.27, -0.94, -1.89], [-2.32, -0.23, 0.51], [-3.20, -0.42, 3.42], [-4.16, -0.65, 4.33], [-4.35, -2.01, 4.45], [-3.43, -2.59, 3.58], [-3.25, -4.06, 3.35], [-2.73, -1.63, 2.95], [-3.40, 2.19, 3.24], [-3.13, 3.43, 2.73], [-3.90, 4.33, 3.40], [-4.64, 3.56, 4.33], [-5.64, 4.05, 5.34], [-4.33, 2.29, 4.23], [2.63, -0.17, 4.70], [2.01, -1.35, 3.57], [2.87, 0.07, 2.98], [1.39, 2.36, 4.77], [-1.18, 2.98, 4.12], [-4.29, 2.31, 0.84], [-4.14, 1.34, -1.70], [-2.37, -0.39, -2.82], [-1.23, -1.24, -1.77], [-2.87, -1.85, -1.98], [-4.66, 0.19, 4.80], [-5.05, -2.52, 5.10], [-4.19, -4.50, 3.03], [-2.50, -4.27, 2.60], [-2.95, -4.55, 4.27], [-2.40, 3.56, 1.94], [-3.93, 5.41, 3.25], [-5.75, 5.13, 5.28], [-6.62, 3.60, 5.15], [-5.34, 3.78, 6.35], [5.74, -1.02, -2.94], [5.53, -0.17, -1.69], [4.12, -0.16, -1.22], [3.75, -1.08, -0.32], [2.49, -1.19, 0.19], [2.19, -2.31, 1.10], [3.05, -3.11, 1.49], [0.98, -2.40, 1.51], [1.47, -0.28, -0.22], [0.32, -0.22, 0.28], [1.85, 0.64, -1.29], [0.89, 1.49, -1.85], [1.23, 2.34, -2.85], [0.27, 3.16, -3.34], [2.53, 2.41, -3.37], [3.48, 1.56, -2.82], [3.16, 0.68, -1.78], [2.91, 3.27, -4.44], [4.17, 4.02, -4.34], [4.88, 3.97, -5.70], [3.82, 3.88, -6.78], [2.61, 4.69, -6.40], [1.91, 4.01, -5.22], [6.79, -0.97, -3.26], [5.11, -0.69, -3.76], [5.51, -2.07, -2.72], [5.84, 0.86, -1.85], [6.13, -0.54, -0.87], [4.52, -1.76, 0.04], [-0.13, 1.48, -1.46], [4.48, 1.56, -3.23], [4.82, 3.60, -3.59], [3.98, 5.06, -4.04], [5.51, 3.09, -5.79], [5.47, 4.86, -5.87], [3.53, 2.91, -6.87], [4.21, 4.16, -7.67], [1.95, 4.76, -7.26], [2.97, 5.69, -6.16], [1.17, 3.31, -5.59], [1.39, 4.78, -4.65], [-2.45, -6.46, -2.41], [-2.10, -5.27, -1.57], [-3.03, -4.69, -0.71], [-2.66, -3.64, 0.09], [-1.41, -3.14, 0.11], [-0.53, -3.67, -0.73], [-0.83, -4.71, -1.58], [-3.42, -6.33, -2.90], [-2.52, -7.35, -1.78], [-1.69, -6.66, -3.17], [-4.05, -5.06, -0.66], [-3.38, -3.16, 0.74], [0.47, -3.25, -0.71], [-0.06, -5.10, -2.24], [3.67, -4.37, 4.69], [1.95, -4.48, 3.10], [1.29, -6.00, 1.42], [0.36, -2.83, 6.11], [-0.16, -3.10, 3.98]],
  "lowdin_spin": [0.011, 0.006, 0.002, 0.001, 0.001, 0.001, 0.004, 0.000, 0.000, 0.000, 0.000, 0.000, 0.000, 0.000, 0.000, 0.000, 0.000, 0.001, 0.006, 0.000, 0.000, 0.000, 0.000, 0.000, 0.000, 0.000, 0.003, 0.002, 0.000, 0.000, 0.000, 0.000, 0.000, 0.000, 0.000, 0.000, 0.000, 0.000, 0.001, 0.002, 0.001, 0.000, 0.000, 0.000, 0.000, 0.000, 0.000, 0.000, 0.000, 0.000, 0.000, 0.002, 0.001, 0.013, 0.000, 0.000, 0.000, 0.000, 0.000, 0.000, 0.000, 0.000, 0.000, 0.000, 0.000, 0.000, 0.000, 0.000, 0.000, 0.000, 0.000, 0.000, 0.000, 0.000, 0.000, 0.000, 0.000, 0.000, 0.000, 0.000, 0.000, 0.000, 0.000, 0.000, 0.000, 0.000, 0.000, 0.000, 0.000, 0.000, 0.000, 0.000, 0.000, 0.000, 0.000, 0.000, 0.000, 0.000, 0.000, 0.000, 0.000, -0.004, 0.001, -0.005, 0.721, 0.227]
}


Tell me which of them is the least stable. Sure, it is w.


## w
{
  "formula": "C24H36P2PbSi",
  "method": "the ωB97M-V functional and the def2-TZVPD basis",
  "homo_lumo_gap_ev": [5.94, 4.70],
  "charge": 0,
  "species": ["C", "C", "C", "H", "C", "C", "H", "H", "H", "H", "Pb", "C", "H", "H", "H", "Si", "C", "C", "H", "C", "H", "C", "H", "C", "H", "C", "H", "C", "C", "H", "C", "H", "C", "H", "C", "H", "C", "H", "H", "H", "C", "P", "C", "C", "C", "P", "C", "C", "H", "H", "H", "H", "H", "H", "H", "H", "H", "H", "H", "H", "H", "H", "H", "H"],
  "coordinates": [[0.61, 1.15, -0.68], [-0.29, 1.95, -1.43], [-1.44, 2.20, -0.64], [-0.12, 2.31, -2.45], [-1.25, 1.57, 0.62], [0.02, 0.92, 0.60], [0.52, 0.43, 1.44], [1.58, 0.78, -1.01], [-2.32, 2.78, -0.94], [-1.91, 1.64, 1.49], [-2.07, -1.25, 0.29], [-1.56, -2.77, -3.05], [-1.78, -2.53, -2.01], [-1.19, -3.79, -3.13], [-2.41, -2.63, -3.71], [0.16, -0.86, -4.08], [1.91, -1.06, -4.49], [2.75, 0.01, -4.14], [2.29, 0.98, -3.89], [4.13, -0.18, -4.08], [4.77, 0.65, -3.78], [4.67, -1.42, -4.43], [5.75, -1.56, -4.40], [3.85, -2.47, -4.84], [4.28, -3.43, -5.12], [2.46, -2.30, -4.89], [1.79, -3.09, -5.23], [-1.06, 0.39, -4.63], [-0.59, 1.42, -5.46], [0.37, 1.29, -5.99], [-1.32, 2.61, -5.56], [-0.95, 3.41, -6.20], [-2.53, 2.75, -4.85], [-3.08, 3.68, -4.92], [-3.04, 1.69, -4.07], [-4.00, 1.79, -3.55], [-2.32, 0.50, -3.99], [-2.71, -0.34, -3.41], [0.30, -0.52, -2.65], [-0.58, -2.14, -3.58], [-2.43, -2.71, 3.45], [-1.33, -1.38, 2.84], [-1.66, -0.02, 3.98], [0.35, -1.95, 3.29], [1.20, -2.51, 2.13], [0.51, -2.39, 0.42], [2.02, -2.26, -0.60], [0.00, -4.12, 0.13], [-3.38, -2.26, 3.78], [-1.94, -3.21, 4.30], [-2.62, -3.44, 2.66], [-2.19, -0.41, 4.86], [-0.70, 0.44, 4.28], [-2.29, 0.75, 3.51], [0.85, -1.10, 3.79], [0.21, -2.72, 4.06], [2.16, -1.97, 2.11], [1.43, -3.57, 2.30], [2.39, -3.27, -0.83], [1.80, -1.72, -1.52], [2.80, -1.72, -0.05], [-0.76, -4.45, 0.86], [-0.41, -4.21, -0.89], [0.89, -4.75, 0.23]],
  "mulliken_charge": [-0.878, 0.069, -1.044, 0.545, -0.461, -0.916, 0.748, 0.573, 0.433, 0.323, 0.529, -1.700, 0.011, 0.366, 0.502, -0.012, 0.200, 0.024, 0.394, -0.639, 0.401, -0.476, 0.369, -0.503, 0.385, -0.561, 0.377, 0.596, -0.437, 0.385, -0.550, 0.374, -0.457, 0.354, -0.618, 0.391, -0.196, 0.168, 0.051, 0.576, -1.498, 0.809, -1.340, -1.083, -1.097, 0.930, -0.996, -1.374, 0.403, 0.421, 0.344, 0.447, 0.372, 0.317, 0.481, 0.527, 0.397, 0.479, 0.468, -0.160, 0.442, 0.281, 0.279, 0.453]
}


## x
{
  "formula": "C24H36P2PbSi",
  "method": "the ωB97M-V functional and the def2-TZVPD basis",
  "homo_lumo_gap_ev": 5.79,
  "charge": 0,
  "species": ["C", "C", "C", "H", "C", "C", "H", "H", "H", "H", "Pb", "C", "H", "H", "H", "Si", "C", "C", "H", "C", "H", "C", "H", "C", "H", "C", "H", "C", "C", "H", "C", "H", "C", "H", "C", "H", "C", "H", "H", "H", "C", "P", "C", "C", "C", "P", "C", "C", "H", "H", "H", "H", "H", "H", "H", "H", "H", "H", "H", "H", "H", "H", "H", "H"],
  "coordinates": [[1.04, 3.21, 1.45], [0.07, 3.47, 0.44], [-1.22, 3.35, 1.02], [0.27, 3.77, -0.59], [-1.07, 3.01, 2.40], [0.35, 2.94, 2.67], [0.79, 2.79, 3.65], [2.12, 3.30, 1.35], [-2.17, 3.54, 0.52], [-1.86, 2.90, 3.13], [-0.14, 0.63, 1.04], [-1.47, -2.87, -4.12], [-2.20, -2.89, -3.30], [-1.79, -2.14, -4.87], [-0.48, -2.59, -3.75], [-0.19, -0.36, -1.73], [1.56, -0.34, -2.30], [2.28, 0.88, -2.18], [1.81, 1.75, -1.69], [3.57, 0.96, -2.71], [4.11, 1.91, -2.63], [4.17, -0.14, -3.33], [5.16, -0.05, -3.79], [3.49, -1.37, -3.36], [3.97, -2.25, -3.80], [2.20, -1.49, -2.82], [1.68, -2.45, -2.79], [-1.29, 0.87, -2.56], [-0.90, 1.52, -3.76], [0.09, 1.30, -4.20], [-1.74, 2.48, -4.34], [-1.42, 2.99, -5.25], [-2.97, 2.80, -3.76], [-3.63, 3.55, -4.22], [-3.34, 2.21, -2.54], [-4.26, 2.51, -2.03], [-2.52, 1.23, -1.95], [-2.81, 0.77, -1.00], [-0.72, -1.73, -1.92], [-1.41, -3.87, -4.56], [-2.51, -0.77, 3.18], [-1.01, 0.14, 3.71], [-1.51, 0.43, 5.44], [0.64, -0.77, 4.17], [1.42, -1.90, 3.47], [1.34, -1.83, 1.65], [2.69, -2.85, 0.98], [-0.10, -2.95, 1.45], [-3.33, -0.03, 3.07], [-2.81, -1.53, 3.90], [-2.36, -1.20, 2.19], [-1.78, -0.54, 5.88], [-0.67, 0.86, 6.01], [-2.36, 1.10, 5.50], [1.36, 0.09, 4.17], [0.46, -1.06, 5.23], [2.49, -1.75, 3.73], [1.08, -2.89, 3.82], [2.71, -3.89, 1.34], [2.59, -2.84, -0.11], [3.68, -2.40, 1.19], [-1.00, -2.55, 1.94], [-0.32, -3.06, 0.38], [0.16, -3.91, 1.90]],
  "mulliken_charge": [-0.777, -0.477, -0.604, 0.499, -0.599, -0.477, 0.509, 0.444, 0.485, 0.547, 0.732, -0.728, 0.210, 0.256, -0.084, 0.010, 0.980, -0.294, 0.266, -0.603, 0.377, -0.517, 0.356, -0.602, 0.362, -0.564, 0.294, 0.897, -0.502, 0.365, -0.511, 0.361, -0.513, 0.357, -0.494, 0.368, -0.501, 0.319, -0.451, 0.343, -1.167, 0.741, -1.597, -0.964, -0.942, 0.511, -1.180, -1.148, 0.332, 0.365, 0.236, 0.417, 0.354, 0.409, 0.279, 0.511, 0.396, 0.434, 0.380, 0.241, 0.372, 0.289, 0.192, 0.501]
}


Tell me which of them is the least stable. Sure, it is w.


## w
{
  "formula": "CH3BrO",
  "method": "the ωB97M-V functional and the def2-TZVPD basis",
  "homo_lumo_gap_ev": 11.26,
  "charge": 0,
  "species": ["C", "O", "Br", "H", "H", "H"],
  "coordinates": [[0.07, 0.27, -0.33], [0.79, -0.02, 0.94], [-0.79, -1.36, -0.98], [-0.69, 1.03, 0.00], [0.58, 0.45, -1.16], [0.05, -0.36, 1.53]],
  "mulliken_charge": [-0.255, -0.470, -0.143, 0.262, 0.274, 0.332]
}


## x
{
  "formula": "CH3BrO",
  "method": "the ωB97M-V functional and the def2-TZVPD basis",
  "homo_lumo_gap_ev": 10.24,
  "charge": 0,
  "species": ["C", "O", "Br", "H", "H", "H"],
  "coordinates": [[0.03, -0.29, -0.15], [0.87, 0.14, 0.85], [-1.83, -0.32, 0.23], [0.28, 0.65, -1.45], [0.15, -1.16, -0.68], [0.50, 0.98, 1.20]],
  "mulliken_charge": [-0.350, -0.415, -0.102, 0.184, 0.334, 0.348]
}


Tell me which of them is the least stable. Sure, it is x.